This record from the OMol25 dataset describes a structure of composition C18H33AlBBrF4I3N4O6P in a non-equilibrium geometry. The level of theory is ωB97M-V/def2-TZVPD.

The spin multiplicity is 1. The calculation puts the molar mass at 1006.9 g/mol. Its orbital gap is 7.524 eV.

Cartesian coordinates (Å):
Br  -3.8382  -4.0850  0.0853
O  2.4861  0.4623  -1.1543
F  -7.5833  0.8775  -0.3465
H  5.6100  -0.2229  -0.3538
H  -1.9487  0.5211  -2.8461
H  -4.0879  2.6989  -2.0917
F  -8.9098  3.4357  -0.6388
H  0.0498  1.2406  4.6760
C  -2.7245  0.8716  -2.0880
C  3.0801  3.2820  -0.0946
H  -0.9191  -2.6519  -0.9598
H  1.4102  -3.3546  0.2022
Al  -7.6166  2.3973  -1.2603
I  3.8890  5.3298  -0.1571
I  4.1328  -3.9720  -1.0747
C  1.8737  -2.5169  2.1963
C  2.2105  -0.9404  -0.9128
C  2.2548  -1.1463  2.9109
B  2.1124  -1.6196  -2.4272
H  3.3860  1.2620  1.0044
H  1.0328  -2.5769  -4.1505
P  3.9398  -1.6055  -0.3081
H  4.9315  2.2803  0.8300
C  0.0177  -0.3365  -0.1125
F  -7.9039  2.0503  -2.9742
C  -0.2325  1.0176  2.3928
C  3.7837  2.3204  0.9479
C  2.0308  2.8631  -0.9471
C  -1.7236  -1.8805  -0.7542
C  -2.9607  2.4775  -2.2181
H  -0.0212  -2.6980  1.1074
H  0.6775  -3.4610  -2.5916
H  1.0340  2.3388  1.5591
H  1.4333  -3.2601  4.3437
O  -4.0057  0.2491  -2.3474
H  -0.1904  1.8236  -1.9515
N  0.8716  1.3234  1.4011
O  0.6321  1.3507  -2.2100
C  1.1611  -3.5202  3.2666
C  0.8408  -2.4035  -3.0278
H  2.6338  -0.4305  2.1144
H  -3.2434  0.1086  -0.0686
H  1.6122  -4.5666  3.0735
I  1.2780  4.4051  -2.3338
C  1.0670  -2.4308  0.8140
N  1.0888  -1.2631  -0.0238
H  -2.4234  3.0701  -1.4043
H  -2.0760  1.5069  0.0078
H  3.1711  -1.3728  3.5800
H  -0.0967  -1.7523  -2.9681
H  -2.5516  2.8219  -3.2219
H  -1.2669  1.3087  2.0138
H  3.6151  2.7841  1.9937
H  0.0410  -3.6144  3.0806
H  -0.8844  2.6399  3.8197
O  5.1817  -0.7283  -1.0891
H  -0.2954  -0.1130  2.6228
N  -1.2487  -0.5138  -0.4393
O  3.2579  -1.4594  -3.3026
H  -2.4020  -1.8293  -1.6736
H  2.8744  -3.0408  1.9496
N  0.4293  1.0985  0.1003
H  -3.8816  -0.5824  -2.8527
C  -0.0085  1.8932  3.7475
H  1.4727  -0.7159  3.6149
O  -2.5977  -2.0123  1.5634
C  1.4139  1.3556  -0.9655
F  -6.0533  3.2256  -1.0806
H  3.6807  -0.5834  -3.1638
C  -2.2968  0.5544  -0.5599
H  0.9366  2.5283  3.7009
C  -2.6436  -2.5138  0.4257



This record from the OMol25 dataset describes a cluster of 13 separate species, C18H33B10F40N6 in total in a non-equilibrium geometry. The level of theory is ωB97M-V/def2-TZVPD.

The total charge is -7. The spin multiplicity is 1. The calculation puts the molar mass at 1201.5 g/mol. Its orbital gap is 3.993 eV.

Cartesian coordinates (Å):
F  -4.5985  4.0154  5.0401
H  -1.0698  -7.6422  8.2340
N  -0.8319  -3.6840  9.4382
F  -5.0272  2.5395  6.6269
B  8.2083  1.9930  -8.6137
F  -7.4001  7.7503  3.5200
F  5.9012  0.7244  5.2456
F  -6.0406  4.7652  -9.0866
H  0.9023  -2.6826  9.4896
B  5.4980  1.7527  4.3776
F  -7.2060  2.5246  1.2019
B  -4.7555  3.8349  6.3979
F  6.4856  1.8105  3.4912
B  2.1273  -4.4937  2.6099
F  -6.5840  0.4341  1.4565
N  -0.5018  3.0722  -1.5269
F  3.4015  10.1182  -3.5916
H  1.9101  -4.7572  -2.9337
C  -0.6682  -1.3849  8.3602
F  5.2625  -0.8518  -2.7550
H  2.8033  3.2293  -3.5646
C  -0.8011  1.7217  0.5955
B  -6.5500  8.2371  2.4930
F  8.6642  0.8089  -9.1857
H  0.0564  -0.5775  8.2552
F  3.9596  10.5354  -1.5038
N  0.2308  -5.2339  -4.2394
C  -1.7457  -6.8495  7.9131
C  -0.5521  -4.7854  8.5759
H  0.9566  -8.4946  -4.6012
F  1.2022  -4.7843  3.5420
H  -0.3760  -1.8894  10.3192
H  -0.6667  2.4631  -4.8139
B  -6.0337  4.9212  -7.7327
H  -0.8563  -1.8102  7.3744
F  3.9486  -0.3150  -0.8834
F  -6.3363  7.1409  1.8121
N  1.7535  -6.7699  -3.7357
H  -3.0038  -6.0190  10.3258
F  1.0505  -0.1651  -8.5872
F  5.5385  -1.7869  -0.7024
F  6.1952  0.2875  -1.0099
H  -1.0645  0.8498  -0.0034
H  1.5634  3.7999  -1.3306
F  7.8386  2.7827  -9.6152
C  -0.2465  -6.4849  -4.6896
H  -0.4573  3.8819  0.3892
F  -5.7745  4.6366  6.7169
H  -0.0277  -3.1559  -3.7482
C  0.7508  3.5281  -1.9880
H  2.9366  -8.5192  -3.6808
C  1.3507  -5.4681  -3.5238
H  -0.5781  -3.6934  -5.3305
H  1.7912  2.9661  -4.9770
F  2.8437  0.8514  -9.5693
H  3.2180  -7.2934  -2.3418
C  -0.5605  -3.9500  -4.2713
F  3.7568  8.3483  -2.0271
F  1.4388  -4.0889  1.4315
H  -2.6603  -4.5788  -4.2978
F  -5.8728  3.8556  -6.9088
C  1.9116  3.5798  -4.0842
F  2.8471  -5.5620  2.3195
H  -2.0133  3.5114  -0.1621
F  -7.2483  5.5922  -7.4670
C  -1.0032  3.1022  -0.1420
F  -7.2206  9.0930  1.6646
F  -7.7670  1.3646  3.0081
F  -5.1051  5.8901  -7.4189
C  -2.2406  -5.4013  9.8759
F  3.1325  -3.6900  3.0923
C  -0.1523  -2.4238  9.3959
F  7.0909  1.7168  -7.9015
C  -0.4659  2.8164  -3.8133
C  -1.9289  -4.0708  10.2708
B  -7.5168  1.3391  1.6749
N  0.7582  3.3335  -3.3136
H  -2.3159  -3.4874  11.0931
H  3.8229  -6.9834  -3.8718
H  -1.1881  -6.6151  -5.2023
F  -3.6436  4.0875  7.2059
F  5.4173  3.0257  4.8079
H  0.2418  -4.8666  7.8482
C  -1.9670  -3.9888  -3.6984
H  -2.3485  -2.9687  -3.6536
H  -1.1807  -6.6509  7.0024
C  -1.2484  2.6315  -2.6374
H  -2.0795  -4.2478  -2.6456
F  5.3965  9.4317  -2.9109
N  -1.5523  -5.6938  8.7909
H  -1.5533  -0.8467  8.6995
H  -1.4796  1.7057  1.4485
F  3.2419  -0.6335  -8.0315
B  2.3817  -0.2148  -9.0576
F  4.3781  1.3561  3.6356
H  0.2387  1.7031  0.9219
B  4.0793  9.6080  -2.5002
C  2.9747  -7.4695  -3.3896
H  -2.2852  2.3410  -2.5527
F  2.6276  -1.0710  -10.0324
F  -8.7670  1.0291  1.1457
C  0.7029  -7.4628  -4.4077
B  5.2182  -0.5833  -1.3952
H  2.1189  4.6062  -4.3866
F  9.1315  2.5206  -7.7364
H  -2.7489  -7.2238  7.7094
F  -5.3892  8.7996  2.9397



This record from the OMol25 dataset describes a cluster of 2 separate species, C18H33BF10N5O8P in total in a non-equilibrium geometry. The level of theory is ωB97M-V/def2-TZVPD.

The spin multiplicity is 1. The calculation puts the molar mass at 679.3 g/mol. Its orbital gap is 2.448 eV.

Cartesian coordinates (Å):
F  -4.6740  -3.0314  -1.7966
F  -2.7277  -2.4366  -2.7287
C  -0.6588  0.3289  0.0847
H  4.2080  0.0851  3.6846
N  0.5156  -0.6247  3.2748
O  1.6360  -0.0093  -0.6892
H  -2.8424  4.2022  2.7099
H  4.8816  -0.8995  5.0629
H  -5.6141  1.2515  -1.8506
H  -2.5463  1.2080  2.2172
H  2.6055  0.4821  2.1503
C  -3.3021  -3.0849  -1.6437
H  -0.8472  4.7596  1.8043
N  -1.7702  0.5218  -0.8199
F  -2.7648  -1.1752  1.6829
C  5.8343  -1.1712  1.5116
H  3.6895  0.6647  0.4287
H  -0.4678  -0.9414  3.3376
O  6.7936  -2.1511  3.6511
C  -1.3427  0.6322  -2.2214
C  -5.6124  2.2145  -2.4086
H  -1.1493  2.0471  3.0088
H  0.7730  0.5765  -2.4382
C  -1.7222  3.0663  1.1518
H  0.7668  2.4740  -1.3826
N  4.3665  -1.2810  1.2492
H  -4.5768  2.5700  -2.2054
H  -0.4486  -3.4994  -2.8434
F  -3.9369  -0.1024  -1.6557
H  1.0500  -1.4437  2.9538
H  6.5317  -2.2526  4.5895
C  0.0071  -0.2312  -2.1496
O  -2.0768  3.2161  -2.9049
H  4.1862  -2.2514  0.9395
F  -3.8048  1.0834  0.1928
F  -4.6728  -1.4129  0.5436
C  2.5922  -1.0789  -0.4977
H  2.2060  -1.9736  0.0784
O  -6.5993  3.0573  -2.1524
H  -3.8871  3.0491  1.7396
C  -3.0442  3.8052  1.6550
H  4.7507  -0.3475  -0.6547
H  6.6554  -0.0865  3.3764
C  0.3461  -1.3619  -3.2175
F  -2.9516  -4.4495  -1.7813
C  6.0477  -1.0209  3.1104
C  -3.2759  -1.2536  0.3508
C  3.9105  -0.4088  0.1298
F  -3.2768  -3.6141  0.6763
O  -0.5560  3.8815  1.4945
H  1.3830  -1.1171  -3.6413
C  -2.7632  -2.6347  -0.2210
H  2.8967  -1.4341  -1.5485
H  -3.2966  4.7055  1.0128
H  3.9784  -1.7998  3.7621
H  0.7328  -2.9297  -1.5633
O  0.3555  3.1096  -2.0084
C  0.4576  -2.8487  -2.6572
P  -0.8405  2.3277  -2.9127
H  1.3198  -3.3434  -3.2334
C  4.6866  -0.9242  3.9351
H  -5.5118  1.8525  -3.4548
C  -3.0963  0.0487  -0.5097
H  -1.6661  2.9137  0.0323
H  -0.9926  1.3905  -4.9436
H  6.3520  -0.3524  0.9211
H  -1.9448  0.1990  -3.0721
B  0.6416  0.4479  2.2336
N  -0.5480  0.7923  1.3362
O  -0.4089  2.0704  -4.5297
H  6.2863  -2.1947  1.2580
N  0.3165  -0.4867  -0.6705
O  1.8908  1.1532  2.1578
C  -1.5467  1.6875  1.9920
F  -1.3621  -2.8177  -0.1196
F  -0.5246  -1.3970  -4.3537



This record from the OMol25 dataset describes a structure of composition C18H33BrF7INbOS in a non-equilibrium geometry. The level of theory is ωB97M-V/def2-TZVPD.

The total charge is -1. The spin multiplicity is 1. The calculation puts the molar mass at 730.2 g/mol. Its orbital gap is 6.638 eV.

Cartesian coordinates (Å):
H  1.1539  -5.1599  1.2821
C  -3.7770  0.2579  1.7732
H  -3.2743  1.0045  -0.5559
H  0.5867  -5.0262  -0.9277
H  1.2310  -0.2108  1.7426
H  2.9038  -0.7052  1.9049
H  0.4431  1.7492  3.9972
F  1.9077  3.5281  -3.9836
F  1.2737  1.8842  -5.2745
F  3.1489  1.6943  -2.3130
C  1.9823  -0.1709  -3.2679
C  -1.2055  0.5593  -0.6498
H  -3.9601  2.1454  2.7612
Br  -1.4617  0.6416  -3.9943
C  -3.2083  1.6110  2.1839
H  2.7526  1.4450  3.6717
H  1.7677  -3.5298  1.2234
C  2.1491  2.2306  -4.3242
H  0.7718  -0.2559  -0.6740
H  -2.1507  1.5996  4.0582
C  1.4958  2.3335  2.1919
O  1.0271  -2.9086  -2.5555
C  2.5499  1.3099  2.6123
H  -3.4633  -1.5187  0.6736
C  0.8999  -4.1427  1.0066
C  -2.6566  0.1067  -0.5205
H  -1.1585  1.4118  -1.3160
H  -0.9416  2.9649  1.6501
F  3.4004  2.1640  -4.8268
C  -0.9889  2.7524  2.7126
C  2.0247  1.3700  -3.0317
H  2.0092  3.2749  2.0129
H  -2.9720  -0.4973  -1.3617
C  0.5120  -4.0425  -0.4756
F  0.9832  1.8134  -2.3137
I  -2.3771  -2.9053  -2.9623
H  -0.4747  -1.4091  -0.3337
C  -2.9253  -0.5869  0.8213
H  -0.5030  -3.6937  -0.6164
C  1.4850  -3.1547  -1.2434
C  2.1057  -0.1440  2.3791
C  -1.9060  1.5680  2.9991
H  1.9014  -0.6436  3.3204
H  -3.0320  2.2308  1.3073
H  1.0418  2.0238  1.2554
H  3.4762  1.4954  2.0786
H  -0.9359  0.9439  0.3371
H  -1.4290  3.6301  3.1845
H  0.7062  3.4652  3.8114
C  0.4290  2.5614  3.2758
Nb  -0.0248  -1.3203  -3.0907
H  -4.7191  0.4456  1.2587
H  -1.9727  -0.8138  1.2959
H  2.4119  -3.7293  -1.3305
F  2.9042  -0.7136  -2.4040
H  0.0753  -3.8190  1.6304
S  0.3084  -2.0392  -5.4972
H  1.7574  -2.2639  -0.6821
H  -1.3757  0.6401  2.7988
H  -4.0216  -0.3039  2.6743
F  2.5319  -0.3484  -4.5248
H  -0.9646  -2.2290  -5.8480
C  -0.2290  -0.5705  -0.9873